Entry w
{
  "formula": "C5H11O2",
  "method": "wB97M-V/def2-TZVPD",
  "species": ["C", "C", "C", "H", "H", "H", "H", "H", "H", "H", "H", "C", "C", "O", "O", "H", "H", "H"],
  "coordinates": [[-0.172, 1.002, -1.429], [-1.236, -0.063, -1.578], [-0.247, 1.749, -0.099], [0.814, 0.548, -1.446], [-0.335, 1.753, -2.192], [-2.222, 0.411, -1.593], [0.037, 1.164, 0.769], [0.307, 2.681, -0.153], [-1.151, -0.846, -0.828], [-1.091, -0.543, -2.548], [-1.316, 1.938, 0.033], [1.189, -1.414, 0.928], [0.567, -1.331, 2.355], [1.291, -1.748, 3.287], [-0.599, -0.871, 2.412], [0.538, -0.912, 0.235], [1.412, -2.476, 0.819], [2.216, -1.042, 1.025]],
  "gap_ev": 7.65,
  "homo_ev": -3.9,
  "lumo_ev": 3.753,
  "total_charge": -1
}

---

Entry x
{
  "formula": "C5H11O2",
  "method": "wB97M-V/def2-TZVPD",
  "species": ["C", "C", "H", "H", "H", "H", "H", "H", "C", "C", "C", "O", "O", "H", "H", "H", "H", "H"],
  "coordinates": [[0.208, 1.824, 2.299], [-0.394, 0.398, 2.486], [1.212, 2.101, 2.682], [0.450, 1.934, 1.214], [-0.398, 2.730, 2.491], [-0.109, -0.231, 1.497], [-1.439, 0.329, 2.546], [0.147, 0.005, 3.273], [0.727, -1.153, -1.360], [2.054, -0.462, -0.752], [-0.707, -0.441, -1.148], [-0.737, 0.594, -0.503], [-1.701, -1.038, -1.686], [0.982, -1.389, -2.420], [0.608, -2.251, -1.156], [2.829, -1.084, -0.699], [1.832, 0.031, 0.222], [2.069, 0.372, -1.276]],
  "gap_ev": 7.97,
  "homo_ev": -4.0,
  "lumo_ev": 4.017,
  "total_charge": -1
}

---

Entry y
{
  "formula": "C5H11O2",
  "method": "wB97M-V/def2-TZVPD",
  "species": ["C", "C", "C", "H", "H", "H", "H", "H", "H", "H", "H", "C", "C", "O", "O", "H", "H", "H"],
  "coordinates": [[0.765, -0.898, 2.169], [0.713, -0.559, 3.700], [1.284, 0.254, 1.332], [1.313, -1.835, 2.001], [-0.257, -1.206, 1.973], [0.636, -1.503, 4.242], [-0.135, 0.103, 3.864], [0.429, 0.878, 1.067], [2.149, 0.845, 1.622], [1.634, -0.045, 3.992], [1.396, -0.191, 0.307], [-0.863, -0.998, -1.653], [-0.710, 0.535, -2.035], [-1.758, 1.173, -1.777], [0.302, 0.897, -2.660], [-1.801, -1.280, -1.199], [-0.034, -1.182, -0.935], [-0.515, -1.514, -2.545]],
  "gap_ev": 7.19,
  "homo_ev": -3.7,
  "lumo_ev": 3.502,
  "total_charge": -1
}

---

Which structure is most stable, and how do the rest compare? From most to least stable: entry w, entry y, entry x.

---

Entry w
{
  "formula": "C5H11O2",
  "method": "wB97M-V/def2-TZVPD",
  "species": ["C", "C", "O", "O", "H", "H", "H", "C", "C", "C", "H", "H", "H", "H", "H", "H", "H", "H"],
  "coordinates": [[-1.929, -0.868, -1.109], [-0.547, -1.549, -1.077], [-0.506, -2.761, -0.781], [0.437, -0.755, -1.230], [-1.903, -0.070, -1.857], [-2.286, -0.458, -0.168], [-2.659, -1.619, -1.443], [0.707, 1.633, 0.704], [-0.378, 1.693, 1.743], [2.180, 1.709, 1.213], [0.711, 0.621, 0.277], [0.619, 2.287, -0.161], [-0.536, 0.689, 2.146], [-1.305, 2.048, 1.286], [2.385, 0.801, 1.784], [2.873, 1.811, 0.386], [-0.223, 2.318, 2.631], [2.283, 2.492, 1.975]],
  "gap_ev": 7.79,
  "homo_ev": -3.9,
  "lumo_ev": 3.868,
  "total_charge": -1
}

---

Entry x
{
  "formula": "C5H11O2",
  "method": "wB97M-V/def2-TZVPD",
  "species": ["C", "C", "C", "H", "H", "H", "H", "H", "H", "H", "H", "C", "C", "O", "O", "H", "H", "H"],
  "coordinates": [[0.869, -0.375, -1.309], [-0.716, -0.558, -1.156], [1.608, -1.679, -1.200], [0.867, -0.083, -2.369], [1.097, 0.358, -0.628], [-1.244, -1.072, -2.023], [2.179, -1.411, -0.238], [1.004, -2.471, -0.996], [-1.025, 0.440, -0.987], [-0.733, -1.185, -0.291], [2.422, -1.965, -1.968], [-1.522, 0.987, 1.960], [-0.147, 1.874, 1.782], [0.964, 1.403, 2.002], [-0.391, 3.065, 1.580], [-1.693, 0.883, 2.952], [-1.315, 0.129, 1.374], [-2.224, 1.660, 1.516]],
  "gap_ev": 7.46,
  "homo_ev": -3.7,
  "lumo_ev": 3.761,
  "total_charge": -1
}

---

Which structure is most stable, and how do the rest compare? From most to least stable: entry w, entry x.

---

Entry w
{
  "formula": "C38H50Cl2NO6P2V",
  "method": "wB97M-V/def2-TZVPD",
  "species": ["V", "C", "C", "C", "C", "C", "C", "C", "P", "C", "C", "C", "C", "C", "C", "C", "C", "C", "C", "C", "C", "C", "C", "H", "H", "H", "H", "H", "H", "H", "H", "H", "H", "H", "H", "H", "H", "H", "H", "H", "H", "H", "H", "Cl", "C", "H", "H", "C", "C", "C", "C", "C", "C", "N", "H", "H", "H", "H", "H", "H", "H", "H", "C", "C", "C", "C", "O", "P", "O", "O", "O", "C", "C", "C", "C", "H", "H", "H", "H", "H", "H", "H", "H", "H", "H", "H", "H", "H", "H", "H", "H", "H", "H", "Cl", "C", "C", "O", "O", "H", "H"],
  "coordinates": [[0.891, 0.417, -1.699], [3.731, -0.819, 2.505], [2.945, -1.408, 3.642], [3.569, -1.632, 4.865], [2.885, -2.178, 5.942], [1.549, -2.509, 5.797], [0.913, -2.291, 4.580], [1.587, -1.747, 3.489], [0.763, -1.362, 1.873], [-0.988, -1.689, 2.358], [-1.550, -0.562, 2.960], [-2.816, -0.581, 3.522], [-3.560, -1.746, 3.464], [-3.037, -2.858, 2.820], [-1.763, -2.857, 2.252], [-1.307, -4.117, 1.563], [1.374, -2.746, 0.846], [2.125, -3.800, 1.367], [2.657, -4.791, 0.560], [2.435, -4.717, -0.815], [1.688, -3.684, -1.342], [1.121, -2.670, -0.542], [0.322, -1.621, -1.159], [4.724, -0.513, 2.835], [3.219, 0.048, 2.086], [3.844, -1.537, 1.690], [4.614, -1.364, 4.972], [3.394, -2.340, 6.885], [0.994, -2.937, 6.624], [-0.133, -2.553, 4.483], [-0.983, 0.361, 2.962], [-3.227, 0.321, 3.956], [-4.561, -1.781, 3.878], [-3.640, -3.756, 2.735], [-2.132, -4.832, 1.525], [-0.471, -4.584, 2.083], [-0.977, -3.920, 0.545], [2.295, -3.852, 2.437], [3.228, -5.604, 0.993], [2.850, -5.471, -1.475], [1.534, -3.623, -2.414], [-0.511, -1.280, -0.540], [-0.035, -1.911, -2.151], [2.987, 2.817, -1.147], [1.879, 1.613, -0.333], [1.148, 2.206, 0.209], [2.494, 1.084, 0.395], [1.249, 0.005, -5.178], [2.466, -0.078, -4.308], [3.767, -0.188, -4.746], [4.574, -0.365, -3.592], [3.717, -0.358, -2.515], [4.052, -0.640, -1.082], [2.421, -0.180, -2.936], [1.423, -0.559, -6.098], [1.009, 1.035, -5.462], [0.373, -0.415, -4.684], [4.092, -0.161, -5.778], [5.645, -0.502, -3.553], [4.858, -1.376, -1.027], [3.186, -1.056, -0.564], [4.372, 0.255, -0.543], [-4.181, 0.696, -2.645], [-3.948, 0.984, -1.168], [-3.567, -0.310, -0.455], [-5.189, 1.595, -0.524], [-2.929, 1.982, -1.122], [-1.780, 2.054, 0.022], [-2.404, 2.276, 1.359], [-0.811, 0.923, -0.148], [-1.040, 3.363, -0.542], [-0.971, 4.644, 0.084], [-2.367, 5.242, 0.196], [-0.094, 5.469, -0.850], [-0.304, 4.528, 1.451], [-4.943, -0.078, -2.763], [-3.247, 0.357, -3.095], [-4.516, 1.601, -3.159], [-4.405, -1.009, -0.513], [-3.333, -0.120, 0.591], [-2.691, -0.760, -0.921], [-6.034, 0.903, -0.581], [-5.453, 2.523, -1.035], [-4.976, 1.821, 0.522], [-2.835, 5.259, -0.791], [-2.305, 6.264, 0.580], [-2.979, 4.634, 0.864], [-0.630, 5.725, -1.764], [0.788, 4.888, -1.123], [0.220, 6.389, -0.350], [-0.859, 3.832, 2.080], [-0.279, 5.510, 1.931], [0.721, 4.171, 1.334], [-2.084, 3.924, -4.066], [-1.535, 2.250, -4.369], [-0.554, 1.707, -3.343], [0.495, 2.301, -3.073], [-0.817, 0.550, -2.886], [-1.027, 2.261, -5.331], [-2.412, 1.613, -4.409]],
  "s2": 2.0217,
  "gap_ev": [6.07, 6.06],
  "homo_ev": [-1.8, -1.7],
  "multiplicity": 3,
  "lumo_ev": [4.320, 4.320],
  "total_charge": -2
}

---

Entry x
{
  "formula": "C38H50Cl2NO6P2V",
  "method": "wB97M-V/def2-TZVPD",
  "species": ["V", "C", "C", "C", "C", "C", "C", "C", "P", "C", "C", "C", "C", "C", "C", "C", "C", "C", "C", "C", "C", "C", "C", "H", "H", "H", "H", "H", "H", "H", "H", "H", "H", "H", "H", "H", "H", "H", "H", "H", "H", "H", "H", "Cl", "C", "H", "H", "C", "C", "C", "C", "C", "C", "N", "H", "H", "H", "H", "H", "H", "H", "H", "C", "C", "C", "C", "O", "P", "O", "O", "O", "C", "C", "C", "C", "H", "H", "H", "H", "H", "H", "H", "H", "H", "H", "H", "H", "H", "H", "H", "H", "H", "H", "Cl", "C", "C", "O", "O", "H", "H"],
  "coordinates": [[-0.760, 1.630, -0.526], [-0.527, -1.064, 4.937], [-1.504, 0.077, 4.808], [-2.261, 0.434, 5.923], [-3.198, 1.458, 5.880], [-3.420, 2.136, 4.692], [-2.681, 1.789, 3.569], [-1.701, 0.793, 3.616], [-0.827, 0.541, 2.027], [-0.881, -1.277, 1.831], [0.267, -2.060, 1.877], [0.198, -3.434, 1.724], [-1.030, -4.032, 1.491], [-2.175, -3.252, 1.419], [-2.125, -1.872, 1.589], [-3.404, -1.069, 1.530], [0.918, 0.978, 2.341], [1.407, 1.404, 3.575], [2.669, 1.968, 3.695], [3.440, 2.130, 2.548], [2.952, 1.739, 1.314], [1.685, 1.156, 1.165], [1.146, 0.801, -0.165], [-0.364, -1.296, 5.991], [0.434, -0.839, 4.478], [-0.906, -1.960, 4.440], [-2.109, -0.114, 6.848], [-3.756, 1.715, 6.774], [-4.158, 2.927, 4.629], [-2.879, 2.281, 2.623], [1.229, -1.582, 2.020], [1.102, -4.029, 1.741], [-1.093, -5.102, 1.333], [-3.131, -3.717, 1.198], [-4.129, -1.566, 0.883], [-3.259, -0.057, 1.144], [-3.850, -0.972, 2.524], [0.781, 1.329, 4.457], [3.035, 2.288, 4.663], [4.425, 2.580, 2.617], [3.549, 1.892, 0.421], [0.816, -0.252, -0.218], [1.872, 0.950, -0.965], [-2.037, -0.148, -1.427], [-0.883, 0.870, -2.413], [-1.433, 1.332, -3.231], [-0.100, 0.207, -2.781], [0.778, 3.430, -2.912], [0.412, 4.147, -1.651], [0.598, 5.473, -1.373], [0.112, 5.689, -0.048], [-0.353, 4.488, 0.413], [-0.966, 4.220, 1.747], [-0.187, 3.511, -0.565], [1.517, 4.022, -3.459], [-0.083, 3.280, -3.570], [1.203, 2.447, -2.709], [1.043, 6.201, -2.037], [0.100, 6.619, 0.505], [-1.057, 5.164, 2.289], [-0.356, 3.546, 2.358], [-1.959, 3.786, 1.641], [4.673, -1.027, -1.865], [3.780, -2.236, -1.633], [3.471, -2.365, -0.142], [4.449, -3.503, -2.157], [2.598, -1.958, -2.386], [1.192, -2.763, -2.213], [1.432, -4.235, -2.113], [0.367, -2.061, -1.196], [0.631, -2.373, -3.691], [-0.334, -3.160, -4.396], [0.345, -4.375, -5.020], [-0.863, -2.230, -5.477], [-1.473, -3.591, -3.475], [5.616, -1.136, -1.321], [4.166, -0.124, -1.521], [4.887, -0.919, -2.931], [4.378, -2.639, 0.405], [2.713, -3.132, 0.025], [3.087, -1.418, 0.244], [5.381, -3.688, -1.614], [4.673, -3.388, -3.220], [3.775, -4.352, -2.037], [1.130, -4.045, -5.707], [-0.384, -4.974, -5.574], [0.802, -4.979, -4.237], [-0.037, -1.878, -6.100], [-1.340, -1.361, -5.019], [-1.590, -2.748, -6.109], [-1.094, -4.207, -2.657], [-2.210, -4.166, -4.043], [-1.955, -2.715, -3.038], [-4.403, 4.749, -2.622], [-3.273, 3.581, -1.835], [-3.682, 3.114, -0.439], [-4.708, 3.514, 0.097], [-2.836, 2.282, 0.046], [-2.298, 4.059, -1.782], [-3.211, 2.714, -2.487]],
  "s2": 2.0196,
  "gap_ev": [6.70, 6.71],
  "homo_ev": [-2.5, -2.5],
  "multiplicity": 3,
  "lumo_ev": [4.217, 4.217],
  "total_charge": -2
}

---

Which structure is most stable, and how do the rest compare? From most to least stable: entry w, entry x.